1.
46
Properties=species:S:1:pos:R:3:mulliken_charge:R:1 method="wB97M-V/def2-TZVPD" multiplicity=1 total_charge=+1
Sc -0.4859 -0.1551 0.5910 -0.048
Cl 1.3613 -1.1128 -1.0608 -0.156
C 2.2821 -2.2109 -0.0023 1.088
C 3.4078 -2.7573 -0.5787 -0.867
C 4.2021 -3.5965 0.1878 -0.397
C 3.8555 -3.8560 1.5002 -0.691
C 2.7131 -3.2910 2.0503 0.259
Cl 2.3409 -3.6658 3.6932 -0.187
C 1.8695 -2.4433 1.3200 0.023
S 0.3947 -1.8229 2.0755 -0.157
H 3.6589 -2.5296 -1.6049 0.450
H 5.0893 -4.0413 -0.2399 0.391
H 4.4650 -4.5014 2.1163 0.424
S -0.2005 4.3130 -0.4400 -0.311
C 1.4204 3.7536 -0.7172 0.991
C 2.5127 4.4754 -1.1870 -0.658
C 3.7365 3.8392 -1.2221 -0.508
C 3.8720 2.5205 -0.7764 -0.781
C 2.7847 1.8017 -0.3233 -0.293
C 1.5354 2.4204 -0.3205 -0.394
N 0.3297 1.8621 0.1126 -0.097
C -0.6341 2.7694 0.1654 0.724
C -1.9148 2.4685 0.8203 1.082
C -2.9189 3.4309 0.9286 -0.799
C -4.0473 3.1411 1.6734 -0.710
C -4.1664 1.9039 2.2963 -0.631
C -3.1738 0.9419 2.1509 -0.230
C -2.0168 1.1968 1.4157 -0.143
H 2.4095 5.5060 -1.4972 0.410
H 4.6062 4.3756 -1.5753 0.399
H 4.8501 2.0591 -0.7738 0.415
H 2.9067 0.7967 0.0537 0.446
H -2.8214 4.4005 0.4531 0.378
H -4.8306 3.8794 1.7797 0.411
H -5.0429 1.6934 2.8962 0.410
H -3.3119 -0.0226 2.6290 0.444
N -3.6300 -3.4667 -2.6754 -0.592
C -3.4972 -2.9003 -1.3415 -0.214
C -2.3372 -1.9259 -1.3334 0.358
O -1.6627 -1.8455 -2.4370 -0.445
O -2.0520 -1.2537 -0.3438 -0.358
H -4.4727 -3.1648 -3.1452 0.217
H -3.6108 -4.4766 -2.6758 0.228
H -2.1240 -2.4821 -3.0565 0.474
H -3.2703 -3.6591 -0.5907 0.322
H -4.3821 -2.3680 -0.9904 0.323

---

2.
12
Properties=species:S:1:pos:R:3:mulliken_charge:R:1 method="wB97M-V/def2-TZVPD" multiplicity=1
C 1.8056 -0.3392 -0.2295 -0.673
O 0.6515 -0.5258 0.5823 -0.371
C -0.4400 0.1662 0.1669 0.959
O -0.1721 1.5060 -0.0228 -0.519
C -1.7510 -0.3292 0.5480 -0.529
O -1.2601 -0.3997 -0.8185 -0.465
H 1.5721 -0.5156 -1.2859 0.290
H 2.2109 0.6690 -0.1055 0.281
H 2.5348 -1.0767 0.1097 0.239
H -0.7532 1.7980 -0.7379 0.335
H -1.8430 -1.2943 1.0403 0.232
H -2.5602 0.3809 0.7138 0.220

---

3.
12
Properties=species:S:1:pos:R:3:mulliken_charge:R:1 method="wB97M-V/def2-TZVPD" multiplicity=1
N 1.2736 -0.0777 -1.8614 -0.336
C 2.1856 0.1467 -2.8312 0.117
O 2.2668 1.0800 -3.5959 -0.520
H 0.4149 0.3689 -2.1678 0.237
H 1.2996 -0.8760 -1.2602 0.239
H 2.9752 -0.6260 -2.8297 0.263
C -1.1195 0.1822 2.4601 -0.482
C -2.4092 -0.1789 2.5241 -0.420
H -0.2642 -0.2999 2.9174 0.248
H -0.8672 1.0221 1.7895 0.183
H -2.6927 -1.1164 2.9936 0.247
H -3.0628 0.3751 1.8614 0.225

---

HOMO level readings, ordered: -11.04 -10.37 -10.10 eV
Energy relative to the best compared isomer or geometry (same formula, charge and spin) readings, ordered: 0.0000 2.1729 1.7630 eV
Kohn-Sham gap readings, ordered: 0.292 0.414 0.397 Ha